(1)
The following is a quantum chemistry calculation of 2 unconnected molecules or ions with the total composition C3H10N2O2, from the Open Molecules 2025 dataset.

Structure (XYZ):
```
17
Properties=species:S:1:pos:R:3:forces:R:3
O -0.682 -3.546 -0.994 -0.049 0.254 -0.032
C -0.737 -2.549 -0.321 0.054 -0.558 0.249
C -0.959 -1.161 -0.863 -0.130 0.176 -0.549
N -0.365 -0.072 -0.121 -0.001 0.144 0.276
C 1.082 -0.214 0.145 -0.355 -0.487 0.100
N 1.598 0.844 0.960 -0.024 0.471 -0.050
H -0.629 -2.642 0.786 -0.066 0.209 -0.104
H -0.641 -1.145 -1.907 0.397 -0.072 -0.028
H -2.036 -1.004 -0.972 -0.109 -0.021 0.385
H -0.855 0.097 0.755 0.080 -0.100 -0.146
H 1.588 -0.182 -0.816 0.088 -0.043 -0.172
H 1.332 -1.190 0.598 -0.108 0.230 -0.013
H 1.429 1.706 0.454 0.184 0.177 0.065
H 1.060 0.981 1.811 0.078 -0.356 0.026
H -0.184 4.111 0.309 -0.099 -0.180 -0.006
H -0.597 2.771 -0.337 0.019 0.047 0.259
O -0.405 3.194 0.514 0.041 0.110 -0.261
```
Forces are in eV/Å.

Output
- LUMO level: 0.706 eV
- Total charge: 0
- E_HOMO: -9.18 eV
- Energy above the lowest of the compared OMol25 structures with the same formula, charge and spin: 1.864 eV
- SMILES: NCNCC=O.O
- Multiplicity: 1
- Electronic energy: -10347.6233 eV

natural (NBO) atomic charge list, values in e, 6 entries: atom 1 (O): -0.512, atom 2 (C): 0.419, atom 3 (C): -0.348, atom 4 (N): -0.648, atom 5 (C): -0.052, atom 6 (N): -0.817

(2)
The following is a quantum chemistry calculation of C17H29N3O2S in the gas phase, from the Open Molecules 2025 dataset.

Structure (XYZ):
```
52
Properties=species:S:1:pos:R:3:forces:R:3
C -2.750 -3.759 -0.878 -0.053 0.246 0.110
C -2.337 -2.361 -0.432 0.231 -0.204 -0.125
C -0.843 -2.120 -0.619 -0.178 0.401 0.194
C -0.447 -0.709 -0.151 -0.044 -0.323 -0.120
N 0.929 -0.324 -0.370 -0.005 -0.021 -0.027
C 1.271 -0.037 -1.749 0.169 0.390 0.136
H 2.014 -0.746 -2.139 -0.058 -0.035 -0.064
C 1.826 1.393 -1.893 0.083 -0.276 -0.033
N 0.916 2.359 -1.329 -0.111 -0.192 -0.542
C 1.121 2.916 -0.126 -0.484 0.476 0.078
O 2.146 2.835 0.519 0.308 0.019 0.291
C -0.094 3.724 0.366 0.294 0.007 -0.143
N -1.194 2.858 0.729 0.044 -0.015 0.199
C -2.056 2.374 -0.191 0.060 0.177 0.027
O -1.977 2.654 -1.381 -0.060 0.036 -0.115
C -3.120 1.500 0.319 -0.484 -0.456 0.313
C -4.160 1.005 -0.421 0.443 0.312 0.081
C -5.017 0.172 0.322 -0.078 -0.109 0.194
C -4.619 0.036 1.614 0.253 0.144 0.145
S -3.194 0.925 1.955 -0.319 -0.026 -0.502
H -5.078 -0.536 2.396 -0.126 -0.136 0.132
H -5.888 -0.308 -0.086 -0.155 -0.093 -0.036
H -4.289 1.247 -1.460 0.039 0.068 -0.186
H -1.203 2.486 1.665 -0.028 0.051 -0.068
H 0.198 4.312 1.236 0.026 -0.079 -0.130
H -0.435 4.385 -0.436 0.024 -0.014 0.140
H -0.012 2.429 -1.734 0.058 0.129 0.138
H 1.986 1.618 -2.952 0.090 0.002 0.057
H 2.766 1.497 -1.352 -0.023 -0.031 -0.134
H 0.375 -0.113 -2.374 0.016 -0.082 -0.022
C 1.896 -1.131 0.348 0.212 0.238 -0.054
H 1.454 -1.375 1.318 0.001 -0.069 0.020
C 3.208 -0.385 0.589 -0.161 -0.385 0.301
C 4.070 -1.086 1.636 0.096 0.174 -0.255
C 5.385 -0.349 1.856 -0.156 -0.205 0.062
H 5.978 -0.839 2.626 0.127 0.020 0.059
H 5.194 0.676 2.165 0.042 0.137 0.036
H 5.968 -0.325 0.938 0.101 0.038 -0.081
H 3.522 -1.137 2.580 -0.059 -0.069 0.018
H 4.274 -2.111 1.315 -0.032 -0.072 0.072
H 2.978 0.628 0.921 0.013 0.048 -0.078
H 3.772 -0.318 -0.343 0.059 0.092 -0.092
H 2.108 -2.082 -0.174 -0.039 -0.015 0.094
H -0.648 -0.624 0.922 -0.098 0.024 -0.028
H -1.080 0.018 -0.666 -0.030 -0.035 0.055
H -0.281 -2.864 -0.052 0.072 -0.081 -0.032
H -0.584 -2.238 -1.674 0.064 -0.062 -0.070
H -2.595 -2.226 0.621 -0.057 0.101 0.025
H -2.897 -1.617 -1.005 -0.028 0.069 0.069
H -2.521 -3.906 -1.931 0.011 -0.074 -0.118
H -3.818 -3.907 -0.735 -0.107 -0.113 -0.023
H -2.218 -4.515 -0.303 0.036 -0.131 0.031
```
Forces are in eV/Å.

Output
- LUMO level: 0.163 eV
- Total charge: 0
- E_HOMO: -8.06 eV
- Energy above the lowest of the compared OMol25 structures with the same formula, charge and spin: 0.000 eV
- SMILES: CCCCN(CCCC)CCNC(=O)CNC(=O)c1cccs1
- Multiplicity: 1
- Electronic energy: -37501.2631 eV

natural (NBO) atomic charge list, values in e, 6 entries: atom 1 (C): -0.598, atom 2 (C): -0.392, atom 3 (C): -0.423, atom 4 (C): -0.192, atom 5 (N): -0.469, atom 6 (C): -0.225

(3)
The following is a quantum chemistry calculation of a molecular structure, C50H43Cl5O4P2S6Sn, from the Open Molecules 2025 dataset.

Structure (XYZ):
```
111
Properties=species:S:1:pos:R:3:forces:R:3
Sn 1.115 1.117 -0.554 0.136 -0.794 0.786
Cl -1.169 1.145 -2.504 -0.610 0.066 -0.637
C -1.328 2.705 -3.335 -0.019 -0.013 0.174
Cl 0.042 3.752 -2.944 0.024 0.096 -0.142
H -2.235 3.196 -2.992 0.068 -0.090 -0.078
H -1.331 2.520 -4.408 -0.019 0.056 0.190
Cl 6.345 0.963 5.158 0.224 0.093 0.205
C 5.082 0.704 4.008 -0.235 -0.038 -0.143
C 4.559 1.778 3.302 0.059 -0.110 0.050
C 3.555 1.544 2.385 0.047 -0.480 0.160
Cl 2.843 2.834 1.485 0.007 0.521 -0.023
C 3.043 0.258 2.116 0.164 0.034 0.011
O 2.123 0.032 1.243 -0.651 0.097 -0.668
C 3.604 -0.785 2.884 0.002 0.271 -0.051
Cl 2.992 -2.383 2.627 -0.042 -0.299 0.045
C 4.599 -0.582 3.815 0.047 0.173 -0.009
H 4.939 2.774 3.464 0.007 0.084 0.006
H 4.993 -1.412 4.381 0.054 -0.026 0.018
O -0.657 -0.448 0.629 0.561 0.983 0.023
P -1.101 -1.841 0.421 -0.509 -0.885 -0.004
C 0.237 -2.991 -0.125 -0.188 0.434 -0.407
P 0.915 -2.473 -1.772 0.763 -0.998 0.123
O 0.529 -1.063 -2.007 -0.321 0.947 0.133
C 0.316 -3.590 -3.075 0.234 0.189 0.344
C 0.392 -4.976 -2.972 -0.032 0.082 0.042
C 0.006 -5.764 -4.043 0.004 -0.139 0.002
C -0.440 -5.172 -5.215 -0.073 -0.026 -0.048
C -0.505 -3.791 -5.324 -0.004 -0.101 -0.053
C -0.124 -3.001 -4.254 0.052 0.113 0.068
C 2.720 -2.679 -1.768 -0.593 -0.077 0.069
C 3.421 -1.886 -0.874 -0.185 0.036 0.011
C 4.802 -1.867 -0.881 0.120 -0.021 0.027
C 5.488 -2.668 -1.780 -0.011 -0.013 0.087
C 4.792 -3.460 -2.679 -0.015 -0.109 -0.010
C 3.408 -3.457 -2.688 -0.012 -0.166 -0.076
C -1.706 -2.442 2.030 0.033 0.108 -0.549
C -0.831 -2.311 3.101 0.136 -0.048 -0.027
C -1.269 -2.572 4.386 0.068 -0.042 0.044
C -2.587 -2.944 4.606 -0.045 0.023 -0.009
C -3.464 -3.060 3.540 -0.086 -0.056 0.072
C -3.026 -2.810 2.250 0.007 -0.119 -0.146
C -2.475 -1.865 -0.765 0.302 -0.200 0.337
C -3.420 -0.855 -0.613 0.004 0.061 0.109
C -4.434 -0.703 -1.538 -0.031 0.032 0.030
C -4.496 -1.548 -2.635 -0.010 -0.043 0.002
C -3.569 -2.567 -2.778 0.003 -0.122 -0.120
C -2.570 -2.739 -1.834 0.010 -0.064 0.113
H -0.085 -4.031 -0.101 -0.015 -0.057 0.018
H 1.029 -2.842 0.618 0.030 -0.039 0.011
H 0.769 -5.443 -2.070 0.005 -0.021 0.074
H 0.064 -6.842 -3.973 0.006 -0.009 0.026
H -0.734 -5.794 -6.048 -0.007 -0.018 -0.048
H -0.840 -3.338 -6.246 -0.012 0.053 -0.021
H -0.141 -1.923 -4.314 -0.079 0.132 -0.023
H 2.864 -1.277 -0.184 0.081 0.179 0.305
H 5.336 -1.226 -0.194 0.046 0.023 0.051
H 6.567 -2.660 -1.792 0.166 0.020 -0.030
H 5.330 -4.066 -3.393 0.051 -0.028 -0.073
H 2.869 -4.043 -3.416 -0.004 -0.102 -0.098
H 0.188 -2.003 2.914 0.135 0.093 0.090
H -0.585 -2.490 5.218 0.081 0.037 0.066
H -2.932 -3.138 5.610 -0.036 -0.028 0.103
H -4.490 -3.347 3.717 -0.087 -0.016 -0.008
H -3.704 -2.904 1.413 -0.092 0.010 -0.020
H -3.342 -0.190 0.236 -0.006 0.126 -0.031
H -5.169 0.079 -1.414 -0.036 0.071 0.016
H -5.273 -1.420 -3.373 -0.068 0.013 -0.075
H -3.616 -3.227 -3.631 -0.023 -0.081 -0.069
H -1.860 -3.546 -1.937 -0.042 -0.039 -0.087
O -0.680 2.460 0.655 0.280 -0.148 -0.891
S -0.897 2.400 2.121 -0.943 0.648 0.726
C -2.734 2.181 2.287 0.576 -0.075 0.013
C -3.122 2.255 3.723 -0.089 -0.030 0.184
C -4.043 3.192 4.178 0.020 -0.007 -0.057
C -4.326 3.300 5.529 -0.017 0.092 0.011
C -3.707 2.462 6.439 -0.035 -0.024 0.046
C -2.819 1.499 5.989 0.079 0.017 0.094
C -2.522 1.399 4.643 -0.066 0.007 -0.029
C -0.798 4.197 2.613 -0.020 -0.469 0.016
C -1.476 5.048 1.599 -0.059 0.074 -0.052
C -0.885 5.230 0.352 0.040 0.100 0.049
C -1.542 5.943 -0.636 0.039 -0.007 -0.001
C -2.791 6.487 -0.387 0.002 0.039 -0.029
C -3.369 6.344 0.863 -0.130 0.014 0.033
C -2.721 5.619 1.849 0.135 -0.018 0.035
H -2.899 1.185 1.874 0.084 0.007 -0.067
H -3.232 2.928 1.670 0.128 0.011 -0.083
H -4.547 3.834 3.471 0.007 0.070 -0.071
H -5.016 4.055 5.873 -0.135 0.042 0.026
H -3.921 2.557 7.493 -0.010 -0.013 0.091
H -2.341 0.840 6.697 0.065 -0.125 0.070
H -1.823 0.654 4.292 0.108 -0.133 -0.007
H 0.276 4.386 2.643 0.007 -0.068 0.100
H -1.226 4.281 3.609 0.052 0.036 0.088
H 0.094 4.814 0.160 -0.011 -0.013 -0.027
H -1.072 6.068 -1.599 0.005 0.030 -0.087
H -3.306 7.033 -1.162 -0.052 0.106 -0.071
H -4.325 6.802 1.075 -0.073 0.004 -0.003
H -3.171 5.510 2.826 -0.001 0.003 0.042
C 2.086 0.963 -5.431 0.107 -0.355 0.253
S 2.592 -0.522 -4.501 0.062 0.241 -0.245
C 4.114 0.042 -3.837 0.044 -0.277 -0.050
C 4.256 1.011 -2.907 0.558 -0.181 -0.168
S 3.027 2.008 -2.253 0.034 0.367 0.135
S 5.930 1.356 -2.450 -0.221 -0.377 -0.433
C 6.705 0.221 -3.526 -0.457 -0.082 -0.017
S 8.320 0.015 -3.638 0.399 -0.042 0.064
S 5.573 -0.696 -4.476 0.058 0.611 0.299
H 1.307 0.644 -6.116 -0.106 0.017 -0.141
H 2.942 1.339 -5.980 0.014 0.070 -0.139
H 1.715 1.714 -4.741 -0.016 0.101 0.029
```
Forces are in eV/Å.

Output
- LUMO level: 0.194 eV
- Total charge: 0
- E_HOMO: -6.62 eV
- Energy above the lowest of the compared OMol25 structures with the same formula, charge and spin: 1.250 eV
- Multiplicity: 1
- Electronic energy: -212774.3694 eV

Löwdin atomic charge list, values in e, 6 entries: atom 1 (Sn): 1.147, atom 2 (Cl): 0.583, atom 3 (C): -0.925, atom 4 (Cl): 0.555, atom 5 (H): 0.033, atom 6 (H): 0.033

(4)
The following is a quantum chemistry calculation of 5 unconnected molecules or ions with the total composition C5H22N2O4S, from the Open Molecules 2025 dataset.

Structure (XYZ):
```
34
Properties=species:S:1:pos:R:3:forces:R:3
C -0.912 -0.921 2.664 -2.615 1.883 -0.368
N -0.051 0.363 2.485 -1.441 -3.476 0.214
C 0.889 0.036 1.443 1.083 1.977 0.162
C 0.312 -0.724 0.211 -1.221 2.647 0.974
C 1.056 -1.978 -0.050 0.057 -1.981 -0.407
S 0.680 -2.346 -1.888 -0.027 -0.920 0.908
C 2.003 1.406 1.468 -3.571 -2.142 0.643
N 2.518 1.857 0.204 -1.404 -0.270 -1.238
H -0.561 -1.899 2.261 0.956 0.903 1.231
H -1.899 -0.971 1.959 1.646 0.965 1.794
H -1.296 -0.868 3.718 0.431 -0.783 -1.062
H -0.629 1.181 2.340 -0.121 -0.082 -0.472
H 1.518 -0.678 1.912 0.666 -0.972 0.456
H 0.144 -0.001 -0.609 0.923 -0.645 -0.266
H -0.755 -0.962 0.390 0.602 0.026 0.117
H 2.142 -1.838 0.169 -0.614 -0.177 -0.965
H 0.788 -2.896 0.652 0.161 1.939 -1.566
H -0.521 -3.029 -1.767 1.016 0.516 0.224
H 2.722 0.878 2.116 0.301 1.109 -0.422
H 1.392 2.135 2.104 1.145 -0.573 -1.203
H 1.814 1.752 -0.630 1.656 0.179 2.235
H 3.233 1.178 0.025 0.625 -0.033 -0.780
H 0.170 1.833 -2.335 1.807 1.004 -0.511
H 1.327 2.899 -2.356 1.354 7.048 2.172
O 1.107 2.102 -2.595 -3.409 -8.058 -1.710
H -2.615 0.507 -1.262 0.320 0.706 -0.036
H -2.253 0.344 -2.635 0.067 -1.628 -2.424
O -2.177 0.994 -1.990 -0.225 0.942 2.476
H -2.032 3.264 0.786 -6.078 1.749 -0.553
H -0.764 3.039 -0.102 -0.250 0.246 -1.390
O -1.192 3.045 0.727 6.297 -2.069 1.992
H -2.749 -1.419 0.749 -2.710 -1.712 -1.858
H -2.582 -2.397 -0.298 1.265 -1.456 -1.462
O -3.342 -2.013 0.079 1.307 3.136 3.095
```
Forces are in eV/Å.

Output
- LUMO level: 0.151 eV
- Total charge: 0
- E_HOMO: -8.76 eV
- Energy above the lowest of the compared OMol25 structures with the same formula, charge and spin: 5.366 eV
- SMILES: CN[C@H](CN)CCS.O.O.O.O
- Multiplicity: 1
- Electronic energy: -27542.8856 eV

natural (NBO) atomic charge list, values in e, 6 entries: atom 1 (C): -0.413, atom 2 (N): -0.641, atom 3 (C): -0.056, atom 4 (C): -0.482, atom 5 (C): -0.489, atom 6 (S): -0.077

(5)
The following is a quantum chemistry calculation of a gas-phase ion, C5H10NO (charge +1), from the Open Molecules 2025 dataset.

Structure (XYZ):
```
17
Properties=species:S:1:pos:R:3:forces:R:3
C -2.525 -0.738 -0.415 -0.928 -0.410 2.214
C -0.984 0.920 0.937 1.062 -1.506 0.100
C -0.422 0.677 -0.434 3.303 -4.231 4.030
C 2.366 0.254 -0.335 -4.856 0.294 1.308
C 0.938 -0.442 -0.411 -0.073 2.331 1.706
N -1.609 0.031 -0.005 -0.402 0.066 -0.726
O 0.701 -1.318 0.664 -1.029 -1.393 -3.241
H -2.545 -0.954 -1.463 -0.028 -0.462 -0.423
H -3.275 -1.181 0.339 1.113 0.946 -1.408
H -0.652 0.634 1.925 1.018 -1.480 -0.362
H -1.485 1.740 1.253 -2.228 2.950 -0.499
H -0.293 1.303 -1.193 -0.435 2.921 -3.005
H 2.301 0.932 -1.143 0.768 1.529 -0.255
H 3.036 -0.470 -0.520 2.389 -2.668 -1.001
H 2.512 0.508 0.699 0.272 1.320 0.175
H 0.985 -0.825 -1.425 -0.916 -1.271 0.262
H 0.951 -1.071 1.528 0.971 1.064 1.123
```
Forces are in eV/Å.

Output
- LUMO level: -4.876 eV
- Total charge: +1
- E_HOMO: -14.69 eV
- Energy above the lowest of the compared OMol25 structures with the same formula, charge and spin: 4.710 eV
- SMILES: C=[N+]1C[C@H]1[C@@H](C)O
- Multiplicity: 1
- Electronic energy: -8873.8704 eV

natural (NBO) atomic charge list, values in e, 6 entries: atom 1 (C): 0.125, atom 2 (C): -0.221, atom 3 (C): -0.073, atom 4 (C): -0.614, atom 5 (C): 0.161, atom 6 (N): -0.226